Entry 1:
Formula: C43H70Br2InN18
Source: OMol25
Level of theory: ωB97M-V with the def2-TZVPD basis set

Positions of all 134 atoms, in Å:
C (-4.745, 4.788, 2.638)
C (-3.414, 3.947, 2.492)
C (-2.267, 4.647, 1.646)
C (-1.562, 5.848, 2.425)
In (-2.911, 5.422, -0.378)
C (-1.764, 4.383, -2.038)
Br (-2.935, 3.354, -3.296)
C (-0.553, 3.474, -1.530)
C (-1.006, 2.122, -0.818)
Br (0.738, 4.516, -0.408)
H (-4.591, 5.786, 3.162)
H (-5.493, 4.212, 3.271)
H (-5.233, 4.987, 1.639)
H (-3.604, 2.913, 2.056)
H (-2.983, 3.754, 3.534)
H (-1.467, 3.871, 1.459)
H (-0.829, 5.370, 3.159)
H (-2.285, 6.556, 2.922)
H (-0.909, 6.423, 1.694)
H (-4.688, 5.350, -0.641)
H (-2.439, 7.179, -0.452)
H (-1.283, 5.200, -2.671)
H (0.035, 3.193, -2.464)
H (-2.101, 1.895, -0.982)
H (-0.352, 1.300, -1.262)
H (-0.756, 2.151, 0.285)
C (-0.308, 1.268, -5.221)
C (0.880, 0.435, -4.890)
N (1.807, -0.218, -4.630)
H (-1.170, 0.627, -5.407)
H (-0.536, 1.937, -4.389)
H (-0.108, 1.863, -6.112)
C (0.278, 3.327, 5.461)
C (0.231, 2.452, 4.254)
N (0.194, 1.770, 3.313)
H (1.268, 3.276, 5.918)
H (0.067, 4.361, 5.182)
H (-0.466, 2.997, 6.187)
C (0.530, -2.542, -1.768)
C (-0.462, -1.784, -2.579)
N (-1.236, -1.193, -3.213)
H (0.784, -1.976, -0.870)
H (0.109, -3.504, -1.474)
H (1.433, -2.710, -2.350)
C (-2.818, -3.701, -4.579)
C (-3.431, -5.061, -4.584)
N (-3.908, -6.121, -4.587)
H (-2.239, -3.551, -5.490)
H (-3.599, -2.942, -4.525)
H (-2.160, -3.594, -3.718)
C (-2.276, 8.312, 5.787)
C (-1.478, 7.055, 5.787)
N (-0.856, 6.074, 5.787)
H (-2.521, 8.594, 6.812)
H (-1.703, 9.113, 5.323)
H (-3.200, 8.166, 5.226)
C (1.714, -0.010, 7.843)
C (2.123, 1.348, 8.301)
N (2.440, 2.409, 8.654)
H (0.772, -0.293, 8.316)
H (1.585, -0.012, 6.760)
H (2.479, -0.736, 8.111)
C (5.149, -2.202, 9.397)
C (4.446, -2.331, 8.088)
N (3.900, -2.428, 7.068)
H (5.819, -1.343, 9.374)
H (4.420, -2.065, 10.196)
H (5.730, -3.103, 9.595)
C (-1.486, -3.087, 7.215)
C (-1.638, -2.202, 8.405)
N (-1.754, -1.509, 9.331)
H (-0.676, -3.797, 7.384)
H (-2.411, -3.636, 7.042)
H (-1.256, -2.487, 6.334)
C (-1.774, -8.147, -6.772)
C (-1.106, -8.569, -8.037)
N (-0.585, -8.898, -9.022)
H (-1.112, -8.328, -5.925)
H (-2.014, -7.085, -6.815)
H (-2.694, -8.714, -6.632)
C (4.980, 3.263, 5.861)
C (6.162, 2.414, 6.181)
N (7.084, 1.753, 6.432)
H (4.112, 2.632, 5.666)
H (4.758, 3.922, 6.701)
H (5.186, 3.868, 4.977)
C (1.402, 9.713, 4.140)
C (0.048, 9.667, 3.519)
N (-1.008, 9.626, 3.036)
H (1.490, 10.599, 4.770)
H (1.559, 8.823, 4.751)
H (2.164, 9.750, 3.362)
C (-3.566, -3.323, -0.048)
C (-2.374, -4.155, 0.284)
N (-1.443, -4.812, 0.550)
H (-4.426, -3.966, -0.234)
H (-3.792, -2.654, 0.782)
H (-3.365, -2.728, -0.940)
C (4.529, -4.549, -0.927)
C (3.361, -4.614, -1.850)
N (2.450, -4.666, -2.569)
H (4.805, -3.509, -0.751)
H (4.276, -5.017, 0.022)
H (5.377, -5.073, -1.367)
C (1.429, -2.159, -7.373)
C (0.078, -2.231, -7.998)
N (-0.976, -2.289, -8.485)
H (1.509, -1.258, -6.764)
H (1.591, -3.031, -6.739)
H (2.196, -2.134, -8.148)
C (-0.671, 4.534, -8.286)
C (0.135, 3.280, -8.262)
N (0.763, 2.302, -8.243)
H (-0.922, 4.833, -7.268)
H (-0.101, 5.331, -8.763)
H (-1.592, 4.371, -8.846)
C (4.629, -8.915, -1.899)
C (4.479, -7.999, -0.733)
N (4.361, -7.286, 0.177)
H (5.434, -9.625, -1.711)
H (3.702, -9.464, -2.061)
H (4.863, -8.339, -2.795)
C (2.570, -12.707, -0.446)
C (3.637, -12.493, -1.466)
N (4.467, -12.326, -2.260)
H (2.312, -13.765, -0.397)
H (2.924, -12.381, 0.533)
H (1.682, -12.135, -0.714)
C (-4.809, 2.997, -9.762)
C (-4.415, 4.371, -9.337)
N (-4.106, 5.441, -9.005)
H (-5.748, 2.718, -9.284)
H (-4.936, 2.967, -10.844)
H (-4.036, 2.285, -9.473)

Frontier orbital gap = 5.800 eV
Total charge = -1
Strongest force on any atom = 2.61 eV/A
HOMO energy = -0.163 Eh
Energy relative to the best compared isomer or geometry (same formula, charge and spin) = 0.0 kcal/mol

Atom charges from the Löwdin analysis, given in e for atoms 1 to 6: -0.156 -0.316 -0.463 -0.201 0.379 -0.830

***

Entry 2:
Formula: C43H73BrCl20N2O2
Source: OMol25
Level of theory: ωB97M-V with the def2-TZVPD basis set

Positions of all 141 atoms, in Å:
C (-1.004, 3.284, 3.440)
C (0.093, 4.052, 2.687)
C (-0.410, 4.846, 1.466)
C (-1.007, 3.893, 0.427)
C (-1.543, 4.619, -0.827)
C (-2.746, 3.897, -1.478)
C (-2.661, 2.352, -1.485)
C (-3.686, 1.707, -0.517)
C (-3.090, 0.885, 0.617)
C (-2.415, -0.428, 0.178)
C (-1.155, -0.750, 1.000)
C (-0.891, -2.260, 0.981)
C (-0.009, -2.758, 2.149)
C (1.433, -3.041, 1.779)
C (2.439, -2.305, 2.465)
C (3.751, -2.507, 2.180)
O (4.703, -1.760, 2.836)
C (4.165, -3.431, 1.184)
N (5.490, -3.572, 0.941)
C (5.752, -4.422, -0.017)
C (4.769, -5.171, -0.703)
N (3.492, -5.083, -0.435)
C (3.167, -4.178, 0.524)
C (1.794, -3.982, 0.848)
C (0.766, -4.832, 0.136)
C (0.761, -6.279, 0.590)
O (1.606, -7.096, 0.487)
Br (-0.961, -6.815, 1.450)
H (-1.144, 2.294, 3.005)
H (-0.736, 3.120, 4.487)
H (-1.948, 3.832, 3.440)
H (0.560, 4.768, 3.367)
H (0.814, 3.317, 2.318)
H (-1.197, 5.538, 1.775)
H (0.458, 5.353, 1.043)
H (-1.844, 3.379, 0.899)
H (-0.219, 3.209, 0.098)
H (-1.904, 5.599, -0.502)
H (-0.740, 4.723, -1.557)
H (-3.671, 4.223, -0.999)
H (-2.797, 4.258, -2.509)
H (-1.641, 1.992, -1.337)
H (-2.938, 2.034, -2.494)
H (-4.375, 1.084, -1.093)
H (-4.273, 2.504, -0.058)
H (-2.376, 1.451, 1.220)
H (-3.908, 0.600, 1.285)
H (-3.142, -1.232, 0.344)
H (-2.201, -0.452, -0.894)
H (-1.245, -0.371, 2.021)
H (-0.329, -0.267, 0.468)
H (-1.852, -2.781, 1.022)
H (-0.435, -2.513, 0.022)
H (-0.406, -3.654, 2.632)
H (-0.021, -1.982, 2.917)
H (2.188, -1.573, 3.220)
H (5.224, -2.337, 3.404)
H (6.795, -4.575, -0.283)
H (5.085, -5.863, -1.484)
H (1.004, -4.841, -0.932)
H (-0.244, -4.458, 0.227)
Cl (-5.836, 3.420, 2.043)
C (-6.271, 3.045, 3.733)
C (-5.078, 3.090, 4.648)
Cl (-3.930, 1.762, 4.338)
H (-6.751, 2.071, 3.749)
H (-6.988, 3.793, 4.045)
H (-5.408, 2.982, 5.680)
H (-4.537, 4.028, 4.552)
Cl (-5.950, -1.242, 1.996)
C (-5.476, -1.667, 3.664)
C (-3.988, -1.826, 3.822)
Cl (-3.357, -3.262, 2.960)
H (-6.002, -2.578, 3.938)
H (-5.821, -0.858, 4.307)
H (-3.754, -1.961, 4.878)
H (-3.450, -0.955, 3.451)
Cl (3.448, -1.770, -0.933)
C (4.402, -0.409, -1.576)
C (3.526, 0.684, -2.130)
Cl (2.658, 0.163, -3.598)
H (5.075, -0.805, -2.333)
H (4.999, -0.018, -0.752)
H (4.138, 1.543, -2.403)
H (2.781, 1.008, -1.407)
Cl (-0.574, 8.021, -2.334)
C (-1.349, 9.060, -1.113)
C (-0.398, 9.448, -0.010)
Cl (0.048, 8.056, 1.011)
H (-2.215, 8.532, -0.722)
H (-1.692, 9.955, -1.629)
H (-0.871, 10.181, 0.642)
H (0.516, 9.880, -0.408)
Cl (-8.863, 3.273, 5.551)
C (-9.272, 2.883, 7.243)
C (-8.060, 2.923, 8.138)
Cl (-6.913, 1.606, 7.777)
H (-9.744, 1.904, 7.255)
H (-9.999, 3.622, 7.575)
H (-8.368, 2.802, 9.175)
H (-7.528, 3.866, 8.043)
Cl (-0.720, -2.620, -4.180)
C (-0.611, -2.699, -5.957)
C (0.538, -1.884, -6.491)
Cl (0.278, -0.134, -6.271)
H (-1.560, -2.364, -6.367)
H (-0.469, -3.746, -6.222)
H (0.648, -2.057, -7.561)
H (1.472, -2.148, -6.000)
Cl (6.859, -9.961, -3.489)
C (6.039, -8.768, -4.527)
C (6.701, -7.416, -4.472)
Cl (6.494, -6.633, -2.881)
H (4.998, -8.713, -4.219)
H (6.080, -9.151, -5.546)
H (6.251, -6.754, -5.209)
H (7.767, -7.485, -4.676)
Cl (-3.966, -1.650, 7.115)
C (-3.990, -2.993, 8.287)
C (-4.459, -4.278, 7.653)
Cl (-6.183, -4.212, 7.205)
H (-4.625, -2.701, 9.119)
H (-2.973, -3.115, 8.655)
H (-4.344, -5.098, 8.360)
H (-3.889, -4.511, 6.757)
Cl (5.813, -1.260, -8.133)
C (5.070, -0.146, -6.953)
C (6.066, 0.368, -5.945)
Cl (6.628, -0.920, -4.844)
H (4.252, -0.672, -6.466)
H (4.654, 0.686, -7.516)
H (5.592, 1.130, -5.328)
H (6.938, 0.803, -6.425)
Cl (9.312, 3.343, -8.178)
C (9.032, 2.339, -9.625)
C (7.648, 2.530, -10.189)
Cl (6.394, 1.877, -9.105)
H (9.209, 1.302, -9.352)
H (9.773, 2.634, -10.366)
H (7.561, 1.997, -11.135)
H (7.428, 3.580, -10.364)

Frontier orbital gap = 8.405 eV
SMILES = CCCCCCCCCCCCCc1cc(O)c2nccnc2c1CC(=O)Br.ClCCCl.ClCCCl.ClCCCl.ClCCCl.ClCCCl.ClCCCl.ClCCCl.ClCCCl.ClCCCl.ClCCCl
Strongest force on any atom = 1.29 eV/A
HOMO energy = -0.304 Eh

Atom charges from the Löwdin analysis, given in e for atoms 1 to 6: -0.139 -0.251 -0.267 -0.211 -0.201 -0.197

***

Entry 3:
Formula: C43H73N2OPSSi2Sn
Source: OMol25
Level of theory: ωB97M-V with the def2-TZVPD basis set

Positions of all 124 atoms, in Å:
Sn (-0.488, -0.355, -0.238)
C (5.021, -1.368, 0.856)
C (4.149, -0.565, -0.109)
C (3.347, -1.501, -1.019)
P (2.939, 0.684, 0.622)
C (3.825, 2.284, 0.202)
C (2.970, 3.451, 0.693)
C (5.282, 2.481, 0.620)
C (3.043, 0.611, 2.443)
C (4.250, 0.704, 3.142)
C (4.353, 0.829, 4.518)
C (5.686, 0.886, 5.216)
C (3.147, 0.880, 5.227)
C (1.932, 0.777, 4.597)
C (1.806, 0.604, 3.178)
N (0.623, 0.436, 2.588)
C (-0.528, 0.786, 3.288)
C (-1.470, -0.182, 3.685)
C (-1.169, -1.638, 3.491)
C (-2.671, 0.212, 4.269)
C (-2.983, 1.544, 4.497)
C (-4.282, 1.944, 5.148)
C (-2.042, 2.496, 4.119)
C (-0.836, 2.145, 3.529)
C (0.131, 3.197, 3.077)
H (5.461, -2.226, 0.337)
H (4.438, -1.745, 1.696)
H (5.838, -0.772, 1.266)
H (4.807, 0.032, -0.752)
H (2.628, -2.094, -0.451)
H (4.012, -2.194, -1.547)
H (2.772, -0.940, -1.758)
H (3.787, 2.279, -0.896)
H (2.974, 3.484, 1.786)
H (1.933, 3.338, 0.367)
H (3.361, 4.407, 0.324)
H (5.349, 2.695, 1.688)
H (5.720, 3.334, 0.088)
H (5.900, 1.606, 0.410)
H (5.173, 0.683, 2.576)
H (6.492, 1.048, 4.497)
H (5.916, -0.039, 5.757)
H (5.730, 1.701, 5.946)
H (3.168, 0.995, 6.309)
H (1.021, 0.806, 5.185)
H (-0.127, -1.847, 3.725)
H (-1.322, -1.956, 2.456)
H (-1.813, -2.255, 4.121)
H (-3.387, -0.557, 4.549)
H (-5.031, 1.157, 5.042)
H (-4.691, 2.853, 4.701)
H (-4.157, 2.138, 6.218)
H (-2.263, 3.551, 4.267)
H (-0.288, 4.198, 3.218)
H (0.362, 3.040, 2.022)
H (1.078, 3.138, 3.621)
C (0.280, 6.685, -0.256)
C (-0.545, 5.404, -0.203)
C (-0.506, 4.652, -1.524)
S (-1.061, 2.927, -1.461)
O (-0.248, 2.337, -0.340)
C (-2.768, 3.202, -0.889)
C (-2.944, 3.014, 0.607)
C (-4.415, 3.114, 0.987)
H (0.237, 7.221, 0.693)
H (-0.076, 7.360, -1.040)
H (1.329, 6.458, -0.461)
H (-1.580, 5.636, 0.059)
H (-0.162, 4.748, 0.578)
H (0.523, 4.577, -1.890)
H (-1.099, 5.143, -2.303)
H (-3.363, 2.464, -1.424)
H (-3.069, 4.201, -1.223)
H (-2.347, 3.733, 1.169)
H (-2.558, 2.031, 0.868)
H (-4.818, 4.111, 0.779)
H (-4.545, 2.907, 2.048)
H (-5.006, 2.384, 0.427)
C (1.595, -3.172, 1.842)
Si (0.609, -4.306, 0.674)
C (1.906, -5.150, -0.439)
C (0.029, -5.734, 1.805)
C (-0.668, -3.460, -0.270)
Si (-1.650, -4.270, -1.547)
C (-0.720, -5.681, -2.417)
C (-2.226, -3.135, -2.940)
C (-3.252, -5.094, -0.926)
H (2.663, -3.243, 1.621)
H (1.467, -3.466, 2.888)
H (1.306, -2.121, 1.760)
H (2.834, -5.306, 0.120)
H (2.132, -4.529, -1.309)
H (1.567, -6.124, -0.802)
H (0.878, -6.268, 2.247)
H (-0.574, -6.453, 1.241)
H (-0.591, -5.347, 2.619)
H (-1.337, -2.865, 0.372)
H (0.232, -5.339, -2.830)
H (-1.331, -6.069, -3.239)
H (-0.510, -6.508, -1.734)
H (-1.362, -2.779, -3.510)
H (-2.733, -2.256, -2.538)
H (-2.913, -3.638, -3.629)
H (-3.029, -5.840, -0.158)
H (-3.801, -5.582, -1.738)
H (-3.913, -4.345, -0.477)
C (-2.953, 0.717, -3.706)
C (-3.960, 0.309, -2.670)
C (-5.307, 0.222, -2.983)
C (-6.257, -0.180, -2.051)
C (-5.818, -0.520, -0.775)
C (-4.482, -0.454, -0.414)
C (-4.037, -0.870, 0.955)
C (-3.496, -0.018, -1.358)
N (-2.212, 0.134, -1.016)
H (-3.447, 0.986, -4.643)
H (-2.250, -0.099, -3.899)
H (-2.345, 1.558, -3.368)
H (-5.620, 0.477, -3.993)
H (-7.306, -0.239, -2.315)
H (-6.537, -0.854, -0.031)
H (-4.894, -1.115, 1.588)
H (-3.450, -0.096, 1.452)
H (-3.385, -1.750, 0.903)

Frontier orbital gap = 5.001 eV
Total charge = -2
Strongest force on any atom = 0.37 eV/A
HOMO energy = -0.044 Eh
Energy relative to the best compared isomer or geometry (same formula, charge and spin) = 3.9 kcal/mol

Atom charges from the Löwdin analysis, given in e for atoms 1 to 6: 1.148 -0.129 -0.549 -0.158 1.063 -0.563

***

Result set for energy: -8004.0013 -13720.1324 -3399.9054 Eh, one per record in the order listed.